138
Properties=species:S:1:pos:R:3:forces:R:3:lowdin_charge:R:1 method="wB97M-V/def2-TZVPD" homo_lumo_gap_ha=0.208 homo_ev=-8.15 total_energy_ev=-127561.718
C 3.339 -5.652 3.097 -0.21 -0.11 0.66 -0.15
C 2.593 -4.992 4.437 0.26 -0.50 -0.67 -0.26
C 2.467 -3.339 4.285 -1.28 -0.84 -1.60 -0.62
Cl 3.685 -2.439 5.383 -1.39 -0.87 -0.99 0.50
C 0.915 -2.834 4.447 -2.40 1.87 -0.58 -0.09
C 0.265 -1.637 3.507 -1.63 -2.86 2.15 -0.27
P 1.284 -0.700 2.137 0.27 0.83 2.23 0.33
S 2.384 0.652 3.064 -0.30 -0.50 -0.52 0.11
C -1.328 -1.142 3.625 0.45 -4.32 3.93 0.00
C -2.238 -1.921 4.747 1.30 1.42 -1.25 -0.09
C -3.858 -1.543 4.918 1.47 -0.65 -0.23 -0.12
C -4.669 -2.906 4.448 -0.98 0.79 1.71 -0.20
O -4.544 -3.222 3.017 1.67 -1.78 1.59 -0.16
C -3.628 -4.346 2.768 0.28 -0.04 -1.13 -0.08
C -4.284 -5.836 2.963 0.18 -1.83 0.01 -0.20
F -3.176 -6.825 2.692 -3.61 2.91 0.83 -0.01
F -5.370 -6.133 2.001 3.56 1.13 3.30 0.00
F -4.771 -6.136 4.329 1.34 0.90 -4.42 0.02
C -1.649 -3.084 5.743 2.27 -1.75 1.08 -0.17
N -2.289 -3.893 6.857 2.09 1.76 -2.92 -0.32
S -1.211 -5.067 7.613 1.18 5.39 -6.00 0.91
N 0.177 -4.628 6.587 -1.01 2.62 -2.10 -0.30
C -0.073 -3.525 5.578 -2.57 -1.22 2.15 -0.14
H 4.440 -5.232 2.961 -2.44 -0.82 0.17 0.09
H 3.406 -6.811 3.311 -0.07 2.35 -0.59 0.08
H 2.673 -5.494 2.120 1.58 -0.24 2.15 0.09
H 3.216 -5.271 5.393 -1.36 0.70 -1.88 0.11
H 1.538 -5.528 4.492 2.17 1.48 0.10 0.10
H 2.776 -3.108 3.160 -0.55 -0.22 2.56 0.09
H 0.360 -0.005 1.230 0.42 -1.30 0.63 -0.02
H 2.155 -1.571 1.387 -1.09 0.06 0.15 -0.02
H -1.791 -0.310 2.934 1.05 -1.94 1.63 0.11
H -4.117 -0.589 4.291 0.52 -2.01 1.00 0.12
H -4.068 -1.282 6.060 0.40 -0.86 -2.47 0.14
H -5.818 -2.731 4.660 2.31 -0.35 -0.55 0.14
H -4.319 -3.761 5.173 -0.60 1.49 -1.69 0.11
H -2.631 -4.322 3.381 -2.06 -0.05 -0.83 0.14
H -3.311 -4.266 1.620 -0.92 -0.38 2.54 0.17
C -0.083 -0.925 -2.926 -0.06 -0.11 0.39 -0.10
C 0.652 -0.214 -3.903 0.34 0.22 -0.05 -0.11
C 1.682 0.430 -3.254 -0.03 0.02 -0.11 -0.15
N 1.591 0.136 -1.919 0.08 -0.01 0.06 0.00
C 0.520 -0.695 -1.710 -0.11 -0.05 -0.09 -0.15
H -0.958 -1.541 -3.091 0.16 0.11 0.04 0.10
H 0.453 -0.175 -4.966 0.00 -0.06 0.19 0.08
H 2.469 1.072 -3.627 -0.14 -0.05 0.02 0.11
H 2.216 0.477 -1.200 -0.29 -0.05 -0.17 0.14
H 0.280 -1.048 -0.716 -0.01 0.01 -0.28 0.07
C 1.710 6.503 1.959 0.22 0.31 0.19 -0.11
C 1.164 5.225 1.692 0.00 -0.32 0.10 -0.11
C 1.885 4.309 2.425 -0.05 -0.09 -0.04 -0.15
N 2.850 4.989 3.121 -0.06 -0.04 0.07 0.01
C 2.748 6.328 2.848 -0.04 0.16 -0.07 -0.16
H 1.382 7.449 1.549 0.07 -0.15 0.08 0.10
H 0.334 4.997 1.036 0.14 0.03 0.12 0.09
H 1.796 3.234 2.509 0.02 0.18 -0.03 0.02
H 3.531 4.569 3.741 -0.24 0.12 -0.21 0.15
H 3.421 7.040 3.306 -0.20 -0.19 -0.14 0.07
C -1.318 3.483 -7.895 0.10 0.19 0.36 -0.11
C -1.193 2.303 -8.666 0.11 -0.36 -0.02 -0.12
C -0.287 1.488 -8.024 -0.02 -0.04 -0.09 -0.14
N 0.142 2.137 -6.896 -0.04 -0.01 0.00 0.00
C -0.486 3.352 -6.805 -0.03 0.10 -0.02 -0.14
H -1.948 4.336 -8.110 0.12 -0.14 0.05 0.09
H -1.708 2.072 -9.589 0.16 0.06 0.13 0.07
H 0.089 0.505 -8.274 -0.06 0.17 0.00 0.10
H 0.815 1.775 -6.233 -0.29 0.18 -0.25 0.13
H -0.285 4.018 -5.977 -0.05 -0.09 -0.17 0.11
C -8.078 -9.570 -0.522 -0.33 -0.19 0.14 -0.12
C -7.045 -8.642 -0.251 0.20 0.23 0.26 -0.11
C -7.094 -8.353 1.094 0.06 0.07 0.06 -0.13
N -8.124 -9.072 1.644 0.02 -0.07 -0.13 0.00
C -8.727 -9.821 0.667 -0.13 -0.05 -0.04 -0.14
H -8.322 -10.010 -1.480 0.01 -0.02 0.22 0.07
H -6.340 -8.229 -0.961 -0.10 -0.05 0.13 0.09
H -6.488 -7.699 1.706 -0.29 -0.37 -0.26 0.08
H -8.397 -9.052 2.618 0.13 -0.02 -0.40 0.15
H -9.564 -10.465 0.900 0.14 0.10 -0.09 0.11
C 0.111 8.043 7.205 0.37 0.05 -0.09 -0.12
C -1.145 7.405 7.065 -0.23 -0.25 -0.15 -0.12
C -1.026 6.485 6.048 0.02 0.03 -0.01 -0.14
N 0.256 6.548 5.566 -0.03 -0.01 0.11 0.01
C 0.958 7.492 6.269 -0.04 0.02 -0.04 -0.15
H 0.370 8.820 7.912 -0.03 -0.14 -0.12 0.09
H -2.039 7.596 7.644 0.15 -0.04 -0.11 0.09
H -1.742 5.793 5.626 0.11 0.14 0.09 0.10
H 0.626 5.986 4.811 -0.09 0.21 0.14 0.13
H 1.997 7.691 6.044 -0.17 -0.03 0.06 0.10
C 7.333 8.400 5.563 -0.22 0.37 0.12 -0.10
C 7.293 7.285 4.693 -0.20 -0.19 -0.30 -0.10
C 6.085 7.323 4.033 0.13 -0.32 -0.02 -0.17
N 5.393 8.419 4.479 -0.06 0.12 -0.08 -0.02
C 6.149 9.085 5.408 0.13 0.09 0.18 -0.13
H 8.140 8.675 6.231 -0.16 -0.03 -0.12 0.10
H 8.063 6.535 4.560 -0.15 0.12 0.00 0.10
H 5.659 6.664 3.288 0.13 0.09 0.09 0.10
H 4.470 8.694 4.169 0.30 -0.05 0.17 0.13
H 5.780 9.986 5.879 0.09 -0.17 -0.06 0.11
C 7.078 9.123 -0.749 0.23 -0.22 0.20 -0.12
C 5.994 10.033 -0.748 -0.29 0.21 0.16 -0.12
C 5.545 10.136 0.549 -0.02 -0.02 -0.05 -0.14
N 6.317 9.316 1.331 0.02 0.06 -0.10 0.01
C 7.258 8.699 0.548 -0.01 -0.05 -0.02 -0.14
H 7.665 8.812 -1.604 -0.09 0.05 0.16 0.09
H 5.585 10.558 -1.602 0.06 -0.08 0.16 0.09
H 4.743 10.719 0.982 0.13 -0.08 -0.11 0.10
H 6.209 9.188 2.328 0.14 0.01 -0.29 0.11
H 7.972 8.011 0.981 -0.12 0.12 -0.08 0.11
C 7.033 -0.197 -0.743 -0.20 0.35 0.15 -0.11
C 6.993 -1.312 -1.614 -0.24 -0.20 -0.29 -0.11
C 5.785 -1.274 -2.273 0.05 -0.17 -0.04 -0.14
N 5.093 -0.178 -1.828 -0.02 0.04 0.01 0.00
C 5.849 0.488 -0.899 0.10 0.05 0.15 -0.14
H 7.840 0.078 -0.076 -0.16 -0.03 -0.11 0.09
H 7.763 -2.062 -1.746 -0.15 0.13 0.00 0.09
H 5.359 -1.933 -3.019 0.09 0.10 0.13 0.11
H 4.170 0.097 -2.137 0.45 -0.20 0.00 0.10
H 5.480 1.389 -0.427 0.10 -0.14 -0.04 0.11
C -1.554 -0.510 -12.632 0.10 0.00 0.40 -0.11
C -2.470 -0.070 -13.618 -0.35 0.20 -0.09 -0.12
C -3.487 0.590 -12.967 -0.02 -0.03 -0.10 -0.14
N -3.221 0.560 -11.623 0.02 0.04 0.00 0.00
C -2.041 -0.104 -11.410 0.08 -0.11 -0.01 -0.15
H -0.638 -1.063 -12.797 -0.15 0.10 0.05 0.09
H -2.394 -0.219 -14.687 -0.03 0.04 0.19 0.09
H -4.377 1.077 -13.344 0.17 -0.10 0.04 0.10
H -3.803 0.965 -10.901 0.23 -0.16 -0.27 0.15
H -1.651 -0.232 -10.409 -0.06 -0.01 -0.19 0.10
C -6.654 -10.500 -5.353 0.10 0.00 0.38 -0.11
C -7.570 -10.059 -6.338 -0.34 0.20 -0.10 -0.12
C -8.587 -9.399 -5.687 -0.03 -0.03 -0.08 -0.14
N -8.321 -9.429 -4.343 0.02 0.02 -0.03 0.00
C -7.141 -10.093 -4.130 0.08 -0.07 0.01 -0.15
H -5.738 -11.052 -5.517 -0.16 0.10 0.05 0.09
H -7.494 -10.208 -7.408 -0.03 0.04 0.18 0.09
H -9.477 -8.912 -6.064 0.17 -0.10 0.04 0.10
H -8.903 -9.024 -3.622 0.24 -0.12 -0.26 0.14
H -6.751 -10.222 -3.129 -0.02 0.00 -0.20 0.09